Record 1
Formula: C54H45N8O6S3SeY
Source: OMol25
Level of theory: ωB97M-V/def2-TZVPD

Atoms and positions in Å:
Y (-0.298, 0.073, -0.388)
Se (1.591, 3.325, -7.941)
N (1.447, 1.612, -7.278)
C (1.168, 1.683, -6.045)
C (0.965, 0.516, -5.180)
C (1.072, -0.836, -5.583)
C (0.695, -1.829, -4.734)
C (0.421, -1.515, -3.383)
N (0.522, -0.267, -2.940)
C (0.713, 0.761, -3.823)
C (0.450, 2.144, -3.293)
N (0.155, 2.219, -2.011)
C (-0.283, 3.406, -1.580)
C (-0.209, 4.565, -2.336)
C (0.351, 4.483, -3.603)
C (0.574, 3.217, -4.151)
C (0.950, 3.049, -5.534)
N (1.145, 4.079, -6.360)
H (1.303, -1.121, -6.576)
H (0.710, -2.867, -5.011)
H (0.063, -2.287, -2.661)
H (-0.663, 3.455, -0.546)
H (-0.548, 5.507, -1.890)
H (0.423, 5.374, -4.201)
C (5.789, -2.744, 1.605)
C (5.839, -1.974, 0.252)
N (4.995, -0.802, 0.152)
C (5.566, 0.498, 0.425)
C (5.238, 1.183, 1.712)
C (3.671, -0.892, -0.306)
S (2.871, 0.466, -0.941)
N (3.297, -2.218, -0.326)
C (2.030, -2.595, -0.523)
O (0.986, -1.936, -0.527)
C (2.009, -4.104, -0.709)
C (3.151, -4.941, -0.806)
C (3.027, -6.257, -1.172)
C (1.764, -6.821, -1.464)
C (0.619, -5.996, -1.397)
C (0.770, -4.691, -1.019)
H (6.597, -3.525, 1.554)
H (4.850, -3.223, 1.747)
H (6.009, -1.969, 2.337)
H (5.511, -2.652, -0.511)
H (6.892, -1.665, 0.069)
H (5.244, 1.177, -0.367)
H (6.652, 0.413, 0.307)
H (4.166, 1.524, 1.792)
H (5.906, 2.049, 1.827)
H (5.477, 0.445, 2.508)
H (4.127, -4.521, -0.508)
H (3.909, -6.893, -1.222)
H (1.750, -7.842, -1.728)
H (-0.319, -6.457, -1.746)
H (-0.131, -4.093, -0.940)
C (0.350, -0.907, 4.270)
C (-0.029, -2.227, 4.549)
C (-0.623, -2.938, 3.531)
C (-0.878, -2.338, 2.261)
C (-0.485, -1.007, 1.910)
C (0.127, -0.341, 3.016)
C (-1.571, -3.107, 1.174)
C (-1.865, -4.516, 1.374)
C (-2.431, -5.282, 0.420)
C (-2.684, -4.674, -0.822)
C (-3.180, -5.419, -1.917)
C (-3.628, -4.802, -3.026)
C (-3.443, -3.414, -3.133)
C (-2.803, -2.703, -2.182)
C (-2.444, -3.288, -0.954)
N (-1.860, -2.529, -0.001)
H (0.857, -0.277, 4.993)
H (0.199, -2.661, 5.490)
H (-0.881, -3.989, 3.642)
H (0.453, 0.668, 2.827)
H (-1.462, -4.919, 2.286)
H (-2.513, -6.336, 0.641)
H (-3.285, -6.469, -1.767)
H (-4.151, -5.351, -3.821)
H (-3.780, -2.916, -4.029)
H (-2.645, -1.652, -2.358)
O (-1.946, 0.434, -2.038)
S (-3.296, 0.930, -1.509)
O (-3.458, 2.356, -1.862)
O (-4.356, 0.069, -1.929)
S (-2.937, 0.627, 0.433)
C (-5.164, 1.709, 4.503)
C (-4.786, 2.772, 3.488)
C (-5.687, 3.643, 2.897)
C (-5.385, 4.491, 1.906)
C (-4.074, 4.537, 1.492)
C (-3.112, 3.708, 2.035)
N (-1.819, 3.620, 1.468)
C (-0.859, 4.564, 1.810)
C (-1.202, 5.809, 2.337)
C (-0.253, 6.732, 2.642)
C (1.091, 6.422, 2.587)
C (1.467, 5.155, 2.170)
C (0.519, 4.224, 1.773)
C (1.039, 2.780, 1.447)
O (2.207, 2.500, 1.854)
O (0.197, 2.035, 0.846)
C (-3.439, 2.889, 3.135)
C (-2.378, 1.947, 3.759)
H (-6.233, 1.821, 4.717)
H (-4.672, 1.789, 5.456)
H (-5.090, 0.730, 4.005)
H (-6.685, 3.520, 3.201)
H (-6.131, 5.205, 1.578)
H (-3.859, 5.229, 0.738)
H (-1.386, 2.673, 1.366)
H (-2.232, 6.095, 2.450)
H (-0.526, 7.741, 2.993)
H (1.839, 7.153, 2.948)
H (2.505, 4.786, 2.238)
H (-1.396, 2.401, 3.721)
H (-2.305, 0.974, 3.203)
H (-2.525, 1.634, 4.745)

Properties
ΔE to the lowest compared entry with this formula, charge and spin ... 0.000 eV
Net charge ... -2
Kohn-Sham gap ... 5.5 eV
Energy ... -179837.6701 eV
HOMO ... -2.44 eV

***

Record 2
Formula: C15H35Cl8N4O6P2S
Source: OMol25
Level of theory: ωB97M-V/def2-TZVPD

Atoms and positions in Å:
N (1.824, -4.365, 3.544)
P (2.522, -3.422, 2.317)
O (3.145, -4.534, 1.318)
N (1.036, -3.039, 1.375)
C (0.979, -2.057, 0.512)
N (2.134, -1.301, 0.247)
C (1.576, -0.042, -0.332)
P (1.391, 1.215, 1.017)
O (-0.013, 1.327, 1.494)
C (0.249, -0.478, -0.953)
C (0.413, -0.735, -2.463)
C (0.007, 0.450, -3.356)
C (0.494, 1.827, -2.865)
C (-0.479, 2.977, -3.243)
S (-0.892, 3.951, -1.824)
O (0.331, 4.365, -1.214)
O (-1.870, 4.928, -2.163)
O (-1.569, 2.883, -0.839)
N (-0.137, -1.687, -0.171)
C (-1.337, -1.468, 0.714)
C (-2.661, -1.769, -0.021)
C (-3.415, -2.912, 0.660)
C (-2.809, -4.295, 0.360)
O (-2.388, -4.469, -0.984)
H (1.579, -3.729, 4.301)
H (0.965, -4.839, 3.271)
H (4.102, -4.396, 1.299)
H (0.180, -3.570, 1.504)
H (2.587, -1.778, -0.540)
H (2.221, 0.409, -1.084)
H (2.215, 0.731, 2.052)
H (1.959, 2.427, 0.618)
H (-0.548, 0.258, -0.856)
H (-0.232, -1.581, -2.721)
H (1.423, -1.070, -2.717)
H (-1.066, 0.428, -3.553)
H (0.476, 0.268, -4.324)
H (1.434, 2.075, -3.363)
H (0.624, 1.867, -1.785)
H (-1.404, 2.613, -3.691)
H (0.000, 3.659, -3.943)
H (-2.197, 2.365, -1.366)
H (-1.322, -0.436, 1.068)
H (-1.271, -2.104, 1.594)
H (-2.447, -2.014, -1.060)
H (-3.296, -0.885, 0.024)
H (-3.341, -2.780, 1.741)
H (-4.471, -2.900, 0.395)
H (-1.952, -4.479, 1.027)
H (-3.560, -5.051, 0.576)
H (-1.553, -4.008, -1.107)
C (-5.915, -3.367, 4.026)
Cl (-5.474, -1.687, 3.697)
Cl (-4.610, -4.487, 3.600)
H (-6.121, -3.470, 5.084)
H (-6.788, -3.619, 3.436)
C (-0.464, 3.016, 4.451)
Cl (0.878, 2.654, 5.553)
Cl (-1.972, 3.310, 5.321)
H (-0.212, 3.906, 3.886)
H (-0.602, 2.173, 3.784)
C (2.732, 5.584, -4.352)
Cl (2.653, 3.819, -4.584)
Cl (3.332, 6.404, -5.786)
H (1.734, 5.942, -4.130)
H (3.402, 5.783, -3.524)
C (5.542, 3.180, -0.125)
Cl (4.519, 1.733, 0.081)
Cl (6.871, 2.879, -1.232)
H (4.922, 3.974, -0.522)
H (5.939, 3.446, 0.847)

Properties
Net charge ... +1
Kohn-Sham gap ... 9.2 eV
Energy ... -163955.2025 eV
HOMO ... -12.49 eV

***

Record 3
Formula: C2H7N3O
Source: OMol25
Level of theory: ωB97M-V/def2-TZVPD

Atoms and positions in Å:
C (-1.596, -0.108, -0.421)
C (-0.526, -0.412, 0.642)
N (0.481, 0.485, 0.697)
N (2.880, 0.824, -0.147)
N (2.046, -0.171, -0.101)
O (2.170, -1.324, -0.477)
H (-2.505, -0.717, -0.333)
H (-1.585, 0.988, -0.462)
H (-1.160, -0.351, -1.334)
H (-0.023, -1.365, 0.540)
H (-0.896, -0.389, 1.614)
H (2.548, 1.749, 0.011)
H (3.779, 0.617, 0.331)

Properties
ΔE to the lowest compared entry with this formula, charge and spin ... 7.821 eV
Kohn-Sham gap (alpha / beta) ... 7.5 / 7.5 eV
Energy ... -8698.4556 eV
HOMO (alpha / beta) ... -7.74 / -7.72 eV

***

Record 4
Formula: C2F8N
Source: OMol25
Level of theory: ωB97M-V/def2-TZVPD

Atoms and positions in Å:
C (0.571, 0.342, -0.110)
C (1.969, -0.479, 0.131)
N (-3.160, 0.321, 0.462)
F (0.760, 1.550, 0.212)
F (0.095, 0.163, -1.267)
F (1.860, -1.481, -0.738)
F (3.054, 0.226, -0.188)
F (2.042, -0.834, 1.334)
F (-4.151, 0.956, -0.001)
F (-0.370, -0.152, 0.753)
F (-2.989, -0.698, -0.243)

Properties
ΔE to the lowest compared entry with this formula, charge and spin ... 2.044 eV
Net charge ... +1
Kohn-Sham gap (alpha / beta) ... 4.5 / 4.5 eV
Energy ... -25288.1836 eV
HOMO (alpha / beta) ... -16.27 / -16.27 eV